Here is a 12-piece molecular cluster, C45H115F2N6O25S2 overall from OMol25. Energies are from ωB97M-V/def2-TZVPD.

Last columns: bonded neighbours and bond lengths (Å).
Positions of all 195 atoms, in Å:
1 N -0.5357 1.2038 1.3642  S2 1.527, S6 1.702
2 S -1.1399 1.1264 -0.0359  N1 1.527, O3 1.448, O4 1.444, F5 1.613, S6 2.414
3 O -2.5685 0.8951 -0.0925  S2 1.448
4 O -0.3266 0.5896 -1.1018  S2 1.444
5 F -1.1279 2.7082 -0.3533  S2 1.613
6 S -0.4606 -0.4737 1.6395  N1 1.702, S2 2.414, O7 1.438, O8 1.429, F9 1.586
7 O 0.5882 -1.2432 1.0270  S6 1.438
8 O -1.7458 -1.0807 1.7869  S6 1.429
9 F 0.0412 -0.3052 3.1346  S6 1.586
10 C -1.4655 -1.4079 -2.5504  O11 1.411, H19 1.090, H20 1.098, H21 1.093
11 O -2.5484 -2.3032 -2.4188  C10 1.411, C12 1.417
12 C -3.0444 -2.3448 -1.0919  O11 1.417, C13 1.524, H22 1.094, H23 1.096
13 C -4.2335 -3.2979 -1.0819  C12 1.524, N14 1.455, H24 1.100, H25 1.091
14 N -5.4725 -2.5918 -1.3687  C13 1.455, C15 1.480, H26 1.014
15 C -6.6820 -3.4394 -1.2761  N14 1.480, C16 1.516, H27 1.097, H28 1.096
16 C -7.9535 -2.6482 -1.0418  C15 1.516, O17 1.421, H29 1.095, H30 1.097
17 O -8.2073 -2.4659 0.3449  C16 1.421, C18 1.410
18 C -9.5105 -1.9727 0.5585  O17 1.410, H31 1.091, H32 1.093, H33 1.094
19 H -1.3511 -1.2584 -3.6236  C10 1.090
20 H -0.5444 -1.8535 -2.1520  C10 1.098
21 H -1.5552 -0.4685 -1.9979  C10 1.093
22 H -3.3599 -1.3776 -0.6907  C12 1.094
23 H -2.3194 -2.7833 -0.3964  C12 1.096
24 H -4.3184 -3.7301 -0.0742  C13 1.100
25 H -4.1421 -4.1075 -1.8067  C13 1.091
26 H -5.6617 -1.7864 -0.7823  N14 1.014
27 H -6.6076 -4.2893 -0.5866  C15 1.097
28 H -6.7711 -3.9327 -2.2502  C15 1.096
29 H -8.7930 -3.0960 -1.5832  C16 1.095
30 H -7.8605 -1.6568 -1.5031  C16 1.097
31 H -9.6402 -1.7465 1.6174  C18 1.091
32 H -10.3218 -2.6625 0.3119  C18 1.093
33 H -9.6967 -1.0270 0.0403  C18 1.094
34 C 8.6156 -7.5404 2.3635  O35 1.412, H43 1.091, H44 1.094, H45 1.094
35 O 7.6352 -7.1765 3.3125  C34 1.412, C36 1.418
36 C 6.3674 -7.7208 2.9847  O35 1.418, C37 1.514, H46 1.096, H47 1.096
37 C 5.3849 -7.3393 4.0716  C36 1.514, N38 1.474, H48 1.087, H49 1.100
38 N 5.0001 -5.9183 3.9950  C37 1.474, C39 1.478, H50 1.012
39 C 3.8249 -5.6389 4.8465  N38 1.478, C40 1.533, H51 1.090, H52 1.098
40 C 3.4289 -4.1787 4.5988  C39 1.533, O41 1.420, H53 1.092, H54 1.095
41 O 3.3314 -3.9262 3.2052  C40 1.420, C42 1.421
42 C 2.8680 -2.6089 2.9404  O41 1.421, H55 1.093, H56 1.094, H57 1.087
43 H 9.4954 -6.8979 2.4190  C34 1.091
44 H 8.2115 -7.3266 1.3697  C34 1.094
45 H 8.9961 -8.5639 2.4272  C34 1.094
46 H 6.4624 -8.8127 2.9733  C36 1.096
47 H 6.0365 -7.3462 2.0096  C36 1.096
48 H 5.7465 -7.5310 5.0786  C37 1.087
49 H 4.4795 -7.8884 3.7719  C37 1.100
50 H 4.7793 -5.6452 3.0458  N38 1.012
51 H 4.0580 -5.8494 5.8900  C39 1.090
52 H 3.0385 -6.3480 4.5579  C39 1.098
53 H 4.1293 -3.4974 5.0863  C40 1.092
54 H 2.4325 -4.0072 5.0202  C40 1.095
55 H 3.5458 -1.7662 3.0967  C42 1.093
56 H 1.9844 -2.3960 3.5503  C42 1.094
57 H 2.5548 -2.6489 1.9003  C42 1.087
58 C 3.9605 6.2182 -1.1487  O59 1.417, H67 1.092, H68 1.090, H69 1.094
59 O 2.7095 6.8589 -0.9709  C58 1.417, C60 1.431
60 C 1.6676 6.1288 -1.6256  O59 1.431, C61 1.508, H70 1.093, H71 1.093
61 C 0.4002 6.9044 -1.3700  C60 1.508, N62 1.454, H72 1.096, H73 1.098
62 N 0.0237 6.8964 0.0347  C61 1.454, C63 1.448, H74 1.013
63 C -1.1400 7.6806 0.3926  N62 1.448, C64 1.524, H75 1.097, H76 1.092
64 C -2.4285 6.9359 0.0638  C63 1.524, O65 1.411, H77 1.097, H78 1.097
65 O -2.4701 5.7653 0.8507  C64 1.411, C66 1.416
66 C -3.3136 4.7674 0.3058  O65 1.416, H79 1.088, H80 1.092, H81 1.100
67 H 4.2272 5.9241 -2.1661  C58 1.092
68 H 4.1075 5.3709 -0.4782  C58 1.090
69 H 4.7332 6.9463 -0.8846  C58 1.094
70 H 1.6137 5.1259 -1.1937  C60 1.093
71 H 1.8625 5.9898 -2.6925  C60 1.093
72 H -0.3893 6.2957 -1.8248  C61 1.096
73 H 0.4874 7.8654 -1.8948  C61 1.098
74 H 0.8710 7.1288 0.5380  N62 1.013
75 H -1.1218 8.6840 -0.0513  C63 1.097
76 H -1.1511 7.8220 1.4753  C63 1.092
77 H -2.4297 6.7604 -1.0190  C64 1.097
78 H -3.3761 7.4317 0.3092  C64 1.097
79 H -3.4027 3.9184 0.9798  C66 1.088
80 H -2.9330 4.4758 -0.6758  C66 1.092
81 H -4.3176 5.2103 0.2325  C66 1.100
82 C 1.7992 -3.5087 -1.1380  O83 1.401, H91 1.093, H92 1.089, H93 1.096
83 O 2.8630 -4.4169 -1.0546  C82 1.401, C84 1.409
84 C 4.1527 -3.8500 -1.0979  O83 1.409, C85 1.509, H94 1.100, H95 1.095
85 C 5.1009 -5.0130 -0.9356  C84 1.509, N86 1.446, H96 1.094, H97 1.097
86 N 6.4865 -4.6323 -1.0929  C85 1.446, C87 1.455, H98 1.015
87 C 7.3977 -5.7469 -1.3021  N86 1.455, C88 1.516, H99 1.092, H100 1.098
88 C 8.8283 -5.2477 -1.3611  C87 1.516, O89 1.425, H101 1.094, H102 1.093
89 O 9.3635 -5.0009 -0.0639  C88 1.425, C90 1.426
90 C 9.9242 -3.6977 0.0829  O89 1.426, H103 1.086, H104 1.095, H105 1.095
91 H 1.5641 -3.0547 -0.1714  C82 1.093
92 H 0.8790 -3.9819 -1.4778  C82 1.089
93 H 2.0765 -2.6967 -1.8206  C82 1.096
94 H 4.2923 -3.1401 -0.2694  C84 1.100
95 H 4.2291 -3.2868 -2.0339  C84 1.095
96 H 4.7715 -5.7275 -1.6952  C85 1.094
97 H 4.8957 -5.5152 0.0183  C85 1.097
98 H 6.8569 -4.1795 -0.2630  N86 1.015
99 H 7.1526 -6.2449 -2.2431  C87 1.092
100 H 7.2739 -6.4586 -0.4747  C87 1.098
101 H 8.8253 -4.3899 -2.0395  C88 1.094
102 H 9.4645 -5.9975 -1.8383  C88 1.093
103 H 10.1722 -3.4258 1.1046  C90 1.086
104 H 9.1448 -3.0239 -0.2891  C90 1.095
105 H 10.7821 -3.6868 -0.5971  C90 1.095
106 C -2.2796 4.4790 -7.3339  C107 1.540, H117 1.094, H118 1.091, H119 1.090
107 C -2.0917 3.0354 -6.8322  C106 1.540, C108 1.510, N112 1.484, C116 1.544
108 C -0.6326 2.8801 -6.4768  C107 1.510, C109 1.523, H120 1.094, H121 1.093
109 C -0.2606 3.5338 -5.1529  C108 1.523, C110 1.512, H122 1.095, H123 1.091
110 C -1.1975 3.0411 -4.0728  C109 1.512, C111 1.541, H124 1.091, H125 1.095
111 C -2.7165 3.1535 -4.3090  C110 1.541, N112 1.458, C114 1.544, C115 1.543
112 N -2.9869 2.7489 -5.6836  C107 1.484, C111 1.458, O113 1.403
113 O -4.3506 2.8041 -6.0064  N112 1.403, H135 0.964
114 C -3.4178 2.1862 -3.3306  C111 1.544, H126 1.092, H127 1.092, H128 1.091
115 C -3.2707 4.5665 -4.0308  C111 1.543, H129 1.092, H130 1.091, H131 1.093
116 C -2.4058 2.0308 -7.9620  C107 1.544, H132 1.092, H133 1.088, H134 1.094
117 H -1.9060 4.5857 -8.3564  C106 1.094
118 H -1.6940 5.2217 -6.7899  C106 1.091
119 H -3.3263 4.7840 -7.3087  C106 1.090
120 H -0.3462 1.8242 -6.4650  C108 1.094
121 H -0.0006 3.3484 -7.2363  C108 1.093
122 H -0.3558 4.6218 -5.2299  C109 1.095
123 H 0.7524 3.3494 -4.7922  C109 1.091
124 H -0.9437 3.5536 -3.1432  C110 1.091
125 H -0.9928 1.9729 -3.9494  C110 1.095
126 H -4.5029 2.1997 -3.4520  C114 1.092
127 H -3.0467 1.1741 -3.5052  C114 1.092
128 H -3.2651 2.3824 -2.2679  C114 1.091
129 H -4.3549 4.5575 -4.1649  C115 1.092
130 H -3.1599 4.9997 -3.0359  C115 1.091
131 H -2.8380 5.3132 -4.7014  C115 1.093
132 H -1.6930 2.1263 -8.7836  C116 1.092
133 H -3.4278 2.0489 -8.3351  C116 1.088
134 H -2.1881 1.0256 -7.5899  C116 1.094
135 H -4.6110 1.8766 -5.9722  O113 0.964
136 C 4.0552 1.0417 -1.8326  C137 1.525, O139 1.442, H140 1.094, H141 1.095
137 C 3.5857 2.2195 -2.6802  C136 1.525, O138 1.427, H142 1.096, H143 1.090
138 O 3.1433 3.2714 -1.8240  C137 1.427, H144 0.977
139 O 4.8833 0.1486 -2.6042  C136 1.442, H145 0.959
140 H 3.2574 0.5160 -1.2993  C136 1.094
141 H 4.6678 1.3850 -0.9921  C136 1.095
142 H 2.6916 2.0300 -3.2850  C137 1.096
143 H 4.3480 2.5663 -3.3776  C137 1.090
144 H 2.5918 2.8882 -1.1148  O138 0.977
145 H 5.5252 -0.2495 -2.0129  O139 0.959
146 C -3.0709 1.0348 4.8197  C147 1.552, O149 1.407, H150 1.094, H151 1.098
147 C -3.3180 1.8404 3.5163  C146 1.552, O148 1.420, H152 1.091, H153 1.093
148 O -2.1465 2.5178 3.0872  C147 1.420, H154 0.978
149 O -2.8534 1.8668 5.9335  C146 1.407, H155 0.966
150 H -2.2849 0.2792 4.7277  C146 1.094
151 H -4.0281 0.5057 4.9167  C146 1.098
152 H -4.0899 2.5855 3.7142  C147 1.091
153 H -3.6590 1.1609 2.7318  C147 1.093
154 H -1.6014 1.9680 2.4895  O148 0.978
155 H -2.5821 2.7092 5.5455  O149 0.966
156 C -7.0683 1.7821 0.7766  C157 1.522, O159 1.427, H160 1.095, H161 1.099
157 C -6.2146 1.7086 -0.4810  C156 1.522, O158 1.436, H162 1.090, H163 1.092
158 O -5.7367 0.3591 -0.5874  C157 1.436, H164 0.967
159 O -6.2511 1.5952 1.9314  C156 1.427, H165 0.963
160 H -7.9107 1.0828 0.7673  C156 1.095
161 H -7.5586 2.7599 0.8861  C156 1.099
162 H -5.3707 2.3856 -0.6143  C157 1.090
163 H -6.8090 1.9364 -1.3685  C157 1.092
164 H -5.0117 0.2513 0.0432  O158 0.967
165 H -6.8626 1.7304 2.6625  O159 0.963
166 C 1.4675 -0.7031 6.2789  C167 1.548, O169 1.412, H170 1.088, H171 1.094
167 C 2.2167 0.2390 5.3056  C166 1.548, O168 1.425, H172 1.090, H173 1.090
168 O 3.0801 1.1373 5.9973  C167 1.425, H174 0.961
169 O 2.3193 -1.5823 6.9831  C166 1.412, H175 0.960
170 H 0.7053 -1.2650 5.7424  C166 1.088
171 H 0.9897 -0.0032 6.9706  C166 1.094
172 H 1.4449 0.8676 4.8605  C167 1.090
173 H 2.7232 -0.2666 4.4835  C167 1.090
174 H 3.7911 0.6749 6.4494  O168 0.961
175 H 2.8157 -1.0823 7.6356  O169 0.960
176 C -4.0986 -2.3460 3.2583  C177 1.514, O179 1.422, H180 1.089, H181 1.093
177 C -5.1065 -2.1312 2.1492  C176 1.514, O178 1.411, H182 1.101, H183 1.101
178 O -6.0220 -3.1841 1.9375  C177 1.411, H184 0.969
179 O -4.7149 -2.7305 4.4802  C176 1.422, H185 0.965
180 H -3.6106 -1.3791 3.3728  C176 1.089
181 H -3.3158 -3.0472 2.9574  C176 1.093
182 H -4.6119 -1.8364 1.2104  C177 1.101
183 H -5.6475 -1.1806 2.2759  C177 1.101
184 H -6.5728 -2.8450 1.2159  O178 0.969
185 H -5.3914 -3.3732 4.2353  O179 0.965
186 C 2.1795 2.7824 3.0434  C187 1.519, O189 1.412, H190 1.094, H191 1.100
187 C 2.7538 3.3420 1.7537  C186 1.519, O188 1.432, H192 1.091, H193 1.096
188 O 2.2700 2.6258 0.6124  C187 1.432, H194 0.958
189 O 0.7846 2.9386 3.1943  C186 1.412, H195 0.986
190 H 2.6785 3.2754 3.8829  C186 1.094
191 H 2.5309 1.7456 3.1468  C186 1.100
192 H 3.8400 3.3656 1.6601  C187 1.091
193 H 2.3724 4.3586 1.6019  C187 1.096
194 H 1.4497 2.2128 0.8833  O188 0.958
195 H 0.3114 2.3078 2.6031  O189 0.986

Results
Total charge: -1
HOMO energy (eV): -6.37
Energy (eV): -135754.661
Orbital gap (eV): 8.40
Molar mass (g mol⁻¹): 1242.6
Multiplicity: 1